Record 1
DFT (ωB97M-V/def2-TZVPD) results for a 3-piece molecular cluster, C4H15NO2 overall in a non-equilibrium geometry.

Max |F|: 2.78 eV/A
Energy relative to the best compared isomer or geometry (same formula, charge and spin): 103.29 kJ/mol
Calculated total energy: -9976.0157 eV
Orbital gap: 10.066 eV
SMILES: CC(C)CN.O.O
Net charge: 0

Element x y z (Å)
1 O -2.25 -1.23 -1.72
2 O -2.97 0.84 0.17
3 N 2.40 0.17 -1.42
4 C 0.16 -0.80 1.52
5 C 0.36 1.49 0.41
6 C 1.42 -0.69 -0.68
7 C 0.94 0.10 0.56
8 H 0.18 1.97 1.37
9 H -1.72 -0.48 -1.85
10 H -0.60 1.46 -0.12
11 H 0.55 -0.74 -1.35
12 H -2.94 -0.92 -1.09
13 H 1.92 0.24 1.06
14 H 2.49 -0.23 -2.34
15 H 3.31 0.04 -0.99
16 H 1.93 -1.58 -0.33
17 H -3.77 0.88 0.74
18 H -0.84 -0.99 1.09
19 H 0.66 -1.74 1.77
20 H 0.00 -0.28 2.46
21 H 1.14 2.10 -0.03
22 H -2.35 0.40 0.78

Record 2
DFT (ωB97M-V/def2-TZVPD) results for C37H35Cl3Ge2N3O2S2Zr as an isolated structure in a non-equilibrium geometry.

Max |F|: 1.64 eV/A
Energy relative to the best compared isomer or geometry (same formula, charge and spin): 91.63 kJ/mol
Calculated total energy: -221058.3317 eV
Orbital gap: 7.164 eV
Net charge: -1

Element x y z (Å)
1 Zr 0.09 -0.59 -0.69
2 Ge -1.81 1.38 1.02
3 Ge -1.96 -2.18 -0.06
4 Cl 1.24 -2.09 1.55
5 Cl 0.53 3.23 2.25
6 Cl 7.61 -0.12 -3.30
7 S -1.58 0.54 -2.18
8 S 1.42 1.61 -1.22
9 O 1.49 -1.97 -1.22
10 O 0.95 -0.92 -3.07
11 N 2.44 4.71 -6.42
12 N -0.20 0.36 1.09
13 N -1.23 3.32 -7.65
14 C 5.93 -0.47 -3.00
15 C 3.28 -1.04 -2.54
16 C 1.15 1.68 2.75
17 C 5.51 -0.71 -1.70
18 C 4.17 -1.01 -1.48
19 C -3.56 -0.96 0.07
20 C -0.52 1.54 -3.20
21 C 0.77 0.50 2.06
22 C -3.16 -4.65 -1.53
23 C 2.40 -0.66 3.52
24 C -3.18 -3.81 2.24
25 C 2.65 0.51 4.22
26 C -7.67 -2.12 -0.53
27 C 2.04 1.68 3.81
28 C -0.26 2.72 -5.31
29 C 0.75 2.00 -2.79
30 C 1.79 4.03 -5.76
31 C -2.21 -3.45 -1.59
32 C -3.34 0.32 0.42
33 C 0.99 3.18 -4.90
34 C -3.52 2.41 3.17
35 C -3.18 3.37 -0.60
36 C -7.24 -0.85 -0.90
37 C -2.30 1.52 2.92
38 C -0.80 3.06 -6.61
39 C 1.83 -1.32 -2.32
40 C -4.98 -1.37 -0.18
41 C 5.05 -0.50 -4.06
42 C -1.91 -3.20 1.64
43 C -1.87 3.12 0.17
44 C 3.71 -0.78 -3.82
45 C 1.47 2.82 -3.66
46 C -6.76 -3.02 -0.01
47 C -1.00 1.92 -4.46
48 C 1.50 -0.63 2.47
49 C -5.91 -0.49 -0.73
50 C -5.43 -2.65 0.15
51 H -1.46 1.86 3.52
52 H -3.61 -4.59 1.61
53 H -1.47 -2.49 2.35
54 H -5.58 0.49 -1.06
55 H 2.88 -1.59 3.78
56 H -1.00 3.20 -0.48
57 H 2.45 3.17 -3.35
58 H -4.40 2.05 2.61
59 H -3.02 -5.24 -0.61
60 H -1.19 -3.82 -1.77
61 H -1.15 -3.98 1.49
62 H -3.94 -3.05 2.41
63 H 5.40 -0.29 -5.07
64 H -2.95 -4.26 3.21
65 H 3.33 0.51 5.07
66 H -4.22 0.97 0.52
67 H 6.21 -0.66 -0.88
68 H -8.71 -2.40 -0.66
69 H -3.80 2.44 4.22
70 H 2.26 2.62 4.30
71 H -2.44 -2.82 -2.45
72 H 3.83 -1.20 -0.47
73 H -2.51 0.49 3.22
74 H -3.32 2.64 -1.40
75 H -1.97 1.55 -4.77
76 H -1.76 3.86 0.96
77 H -4.72 -3.36 0.55
78 H -7.08 -4.02 0.28
79 H -4.05 3.32 0.06
80 H 3.00 -0.78 -4.63
81 H -7.93 -0.14 -1.33
82 H -2.99 -5.33 -2.37
83 H -3.17 4.37 -1.04
84 H -3.34 3.44 2.85
85 H -4.20 -4.35 -1.57